Entry from the Open Molecules 2025 dataset: the molecule C5H8N2S at a distorted geometry (ωB97M-V/def2-TZVPD).

Structure (XYZ):
```
16
Properties=species:S:1:pos:R:3:forces:R:3:nbo_charge:R:1
C -0.4413 -0.1690 -1.8838 0.297 -3.504 -2.735 -0.461
C -0.4573 -0.3881 -0.5693 -1.678 1.475 2.290 0.174
C -1.5716 -1.1048 0.2681 -1.530 3.027 -3.426 -0.638
S -2.1750 -0.1932 1.6335 -0.530 1.402 0.780 0.476
N -0.8126 0.4280 2.3322 1.121 -0.211 1.085 -0.634
C 0.2646 0.5238 1.6629 -1.229 1.144 -1.192 0.240
N 0.3740 0.4513 0.2809 0.190 -2.019 -0.424 -0.454
C 1.7415 0.6387 -0.1953 -0.351 3.312 -0.753 -0.424
H -0.7647 -0.9767 -2.7934 0.208 2.471 3.093 0.225
H 0.3772 0.4327 -2.2085 0.154 0.628 -0.497 0.201
H -1.2717 -1.9675 0.7165 0.744 -3.022 0.220 0.227
H -2.5722 -1.0312 -0.3424 2.084 -1.333 0.683 0.259
H 1.1656 1.0436 1.9576 -0.129 -0.206 1.403 0.173
H 1.8872 -0.2677 -0.7951 1.002 0.965 -0.481 0.225
H 2.4954 0.7832 0.6056 -0.650 -0.706 -0.236 0.212
H 1.7609 1.7968 -0.6693 0.297 -3.424 0.192 0.199
```
Positions in Å, forces in eV/Å.

Spin multiplicity: 1
E_HOMO: -7.9 eV
SMILES string: C=C1CSN=CN1C
E: -702.8936 Eh
Frontier orbital gap: 8.64 eV
Relative energy (zero: lowest compared OMol25 entry of this formula, charge and spin): 3.712 eV

=====

Entry from the Open Molecules 2025 dataset: a 5-piece molecular cluster, C6H20ClO6S overall at a distorted geometry (ωB97M-V/def2-TZVPD).

Structure (XYZ):
```
34
Properties=species:S:1:pos:R:3:forces:R:3:nbo_charge:R:1
Cl -1.9928 -1.3247 -0.3663 0.122 0.020 -0.022 -0.904
O 1.2007 0.2140 2.4200 -0.047 0.227 -0.034 -0.939
S 1.1744 1.4469 1.6886 0.545 0.058 -1.074 2.367
O 0.5675 2.6228 2.2271 0.293 -0.265 -0.037 -0.916
O 2.7264 1.8780 1.3877 -0.885 -0.309 0.664 -0.730
C 3.6207 0.8481 0.9305 0.378 0.709 -0.109 -0.083
C 4.9991 1.1355 1.4877 0.086 0.127 -0.223 -0.618
C 0.5981 1.1430 0.0126 -0.007 0.180 0.828 -0.891
H 3.6250 0.9696 -0.1545 0.127 -0.479 -0.087 0.173
H 3.3282 -0.1566 1.2318 -0.434 0.113 -0.048 0.209
H 5.3435 2.1392 1.2345 -0.110 -0.002 -0.129 0.209
H 5.6820 0.4187 1.0262 0.142 0.006 0.237 0.207
H 5.0268 1.0615 2.5738 -0.055 -0.229 -0.011 0.215
H 1.2592 0.4387 -0.4834 0.011 0.007 0.229 0.236
H 0.5760 2.0903 -0.5189 -0.044 0.068 0.100 0.239
H -0.3960 0.7052 0.1076 0.074 -0.012 -0.164 0.300
C -4.7665 -2.2026 -2.8620 -0.125 -0.115 0.105 -0.242
O -4.8986 -1.3770 -1.7235 0.270 -0.289 -0.154 -0.764
H -5.6898 -2.7670 -3.0288 -0.073 0.104 0.084 0.149
H -4.5712 -1.6197 -3.7688 0.114 0.003 -0.013 0.145
H -3.9685 -2.9365 -2.7217 0.085 0.053 -0.122 0.171
H -4.0117 -1.3764 -1.3049 -0.228 0.297 0.158 0.508
C -2.3363 0.8646 2.9103 -0.479 -0.219 -0.244 -0.251
O -2.4467 1.3049 1.5612 0.300 0.139 0.332 -0.767
H -2.1365 -0.2107 2.9159 0.143 0.090 0.251 0.180
H -1.5680 1.4060 3.4695 0.121 -0.048 -0.235 0.167
H -3.2926 1.0285 3.4260 0.068 -0.011 -0.076 0.149
H -2.2378 0.5454 0.9940 -0.310 -0.122 -0.130 0.501
C 1.0268 -1.1649 -2.5564 0.125 -0.254 0.205 -0.232
O 0.1873 -2.2886 -2.5872 0.012 -0.246 -0.196 -0.760
H 0.4745 -0.2325 -2.7145 0.046 0.043 0.154 0.162
H 1.5806 -1.1388 -1.6073 -0.066 0.222 -0.065 0.142
H 1.7821 -1.2540 -3.3416 -0.163 -0.115 -0.115 0.160
H -0.4658 -2.2108 -1.8651 -0.039 0.251 -0.058 0.510
```
Positions in Å, forces in eV/Å.

Spin multiplicity: 1
E_HOMO: -5.8 eV
Charge: -1
E: -1550.4786 Eh
Frontier orbital gap: 8.52 eV
Relative energy (zero: lowest compared OMol25 entry of this formula, charge and spin): 0.065 eV

=====

Entry from the Open Molecules 2025 dataset: an isolated ion of composition C5H9N2 and charge +1 at a distorted geometry (ωB97M-V/def2-TZVPD).

Structure (XYZ):
```
16
Properties=species:S:1:pos:R:3:forces:R:3:nbo_charge:R:1
C 2.7425 0.4689 0.1626 4.776 0.458 -2.368 -0.701
C 1.4390 0.0177 -0.3328 -0.977 0.192 2.802 -0.179
C 0.1713 0.3375 -0.2942 -2.892 0.647 0.241 0.141
C -1.1840 0.8713 -0.0683 -0.228 -1.952 0.065 0.540
N -2.1351 1.7018 0.4041 2.752 -1.686 -0.973 -0.703
N -1.0796 -0.4357 -0.5076 1.970 6.432 -0.027 -0.284
C -1.5039 -1.7196 -0.1493 2.739 -0.657 0.830 -0.418
H 3.4936 0.3662 1.1688 -3.305 -0.217 -2.247 0.309
H 2.8747 1.5201 -0.1958 0.145 -0.639 0.610 0.242
H 3.3644 -0.1679 -0.6610 -0.515 1.748 2.054 0.245
H 1.3841 -0.9737 -0.6054 0.539 -2.445 -0.770 0.219
H -1.8965 2.6183 0.7670 -0.078 -0.176 -0.207 0.453
H -3.0528 1.3238 0.5032 -0.664 0.046 0.142 0.437
H -1.2633 -1.8419 0.9008 -0.441 -0.365 0.429 0.223
H -2.4865 -1.6666 -0.3944 -3.112 -1.242 -0.430 0.232
H -0.8679 -2.4201 -0.6979 -0.710 -0.145 -0.151 0.245
```
Positions in Å, forces in eV/Å.

Spin multiplicity: 1
E_HOMO: -13.4 eV
Charge: +1
SMILES string: C/C=C1\C(=[NH2+])N1C
E: -305.0052 Eh
Frontier orbital gap: 8.83 eV
Relative energy (zero: lowest compared OMol25 entry of this formula, charge and spin): 6.117 eV